Record 1
The following is a DFT calculation (wB97M-V/def2-TZVPD) of 2 unconnected molecules or ions with the total composition C5H15N at a distorted geometry.

```
! RIJCOSX wB97M-V def2-TZVPD def2/J DEFGRID3
* xyz 0 1
C -3.556 2.168 -1.940
C -2.062 1.917 -1.696
C -1.879 0.573 -0.994
H -3.679 2.273 -3.020
H -4.240 1.350 -1.582
H -3.817 2.986 -1.293
H -1.452 1.844 -2.620
H -1.505 2.661 -1.154
H -0.816 0.585 -0.662
H -1.953 -0.321 -1.622
H -2.496 0.515 -0.102
C 1.450 -1.525 2.256
C 2.747 -0.984 1.551
N 3.350 -2.094 0.820
H 1.038 -2.343 1.675
H 0.794 -0.618 2.444
H 1.792 -1.958 3.207
H 3.480 -0.643 2.277
H 2.443 -0.073 1.012
H 4.088 -1.866 0.174
H 2.628 -2.706 0.482
*
```

For the largest force on an atom, the calculation gives 2.293 eV Å⁻¹. For the molar mass, the calculation gives 89.18 u. The SMILES is CCC.CCN. The value obtained for the total energy is -6917.4035 eV. The energy above the lowest of the compared OMol25 structures with the same formula, charge and spin is 84.6 kJ/mol. The LUMO energy comes out at 1.010 eV. As for the highest occupied orbital energy: -8.98 eV. The orbital gap comes out at 10.0 eV.

Löwdin atomic charge list, values in e, 6 entries:
1 C -0.12
2 C -0.33
3 C -0.15
4 H 0.07
5 H 0.08
6 H 0.06

---

Record 2
The following is a DFT calculation (wB97M-V/def2-TZVPD) of 2 unconnected molecules or ions with the total composition C5H15N.

```
! RIJCOSX wB97M-V def2-TZVPD def2/J DEFGRID3
* xyz 0 1
C -2.729 1.714 -0.578
N -2.387 1.035 0.680
H -3.429 1.135 -1.185
H -1.807 1.967 -1.095
H -3.229 2.651 -0.325
H -3.212 0.880 1.240
H -1.912 0.155 0.528
C 1.386 -1.114 1.432
C 0.949 -0.834 0.001
C 0.915 0.670 -0.249
C 1.892 -1.524 -0.998
H 1.355 -2.176 1.682
H 2.405 -0.758 1.597
H 0.727 -0.609 2.144
H -0.039 -1.276 -0.164
H 0.709 0.945 -1.287
H 1.898 1.077 -0.002
H 0.149 1.171 0.344
H 1.898 -2.595 -0.784
H 1.533 -1.337 -2.012
H 2.926 -1.177 -0.970
*
```

For the largest force on an atom, the calculation gives 0.851 eV Å⁻¹. For the molar mass, the calculation gives 89.18 u. The SMILES is CC(C)C.CN. The value obtained for the total energy is -6918.2580 eV. The energy above the lowest of the compared OMol25 structures with the same formula, charge and spin is 2.1 kJ/mol. The LUMO energy comes out at 1.116 eV. As for the highest occupied orbital energy: -9.22 eV. The orbital gap comes out at 10.3 eV.

Löwdin atomic charge list, values in e, 6 entries:
1 C -0.18
2 N -0.07
3 H 0.06
4 H 0.06
5 H 0.07
6 H 0.05

---

Record 3
The following is a DFT calculation (wB97M-V/def2-TZVPD) of a single C5H15N2 molecule at a distorted geometry.

```
! RIJCOSX wB97M-V def2-TZVPD def2/J DEFGRID3
* xyz 0 2
C 2.022 1.201 -0.078
C 0.993 0.392 -0.866
C 0.001 -0.658 -0.193
C -1.177 -0.305 0.726
C -2.334 -0.084 -0.197
N -2.862 -1.370 -0.603
N 2.363 0.525 1.203
H 2.896 1.437 -0.794
H 1.645 2.181 0.233
H 0.354 1.269 -1.288
H 1.603 -0.163 -1.770
H 0.485 -1.653 0.212
H -0.467 -1.103 -1.117
H -1.580 -1.060 1.486
H -0.882 0.597 1.450
H -1.992 0.497 -1.061
H -3.061 0.682 0.218
H -3.182 -1.336 -1.566
H -2.206 -2.170 -0.476
H 2.680 1.169 1.951
H 1.496 -0.020 1.431
H 3.207 -0.028 1.099
*
```

As for the expectation value of S²: 0.750. For the largest force on an atom, the calculation gives 3.497 eV Å⁻¹. For the molar mass, the calculation gives 103.19 u. The value obtained for the total energy is -8403.4469 eV. The energy above the lowest of the compared OMol25 structures with the same formula, charge and spin is 315.6 kJ/mol. The LUMO energy (spin up / spin down) comes out at 0.862 / 0.640 eV. As for the highest occupied orbital energy (spin up / spin down): -3.54 / -9.37 eV. The orbital gap (spin up / spin down) comes out at 4.4 / 10.0 eV.

Löwdin atomic charge list, values in e, 6 entries:
1 C -0.33
2 C -0.21
3 C -0.28
4 C -0.26
5 C -0.37
6 N -0.02

---

Record 4
The following is a DFT calculation (wB97M-V/def2-TZVPD) of a gas-phase ion, C5H15N2 (charge +1) at a distorted geometry.

```
! RIJCOSX wB97M-V def2-TZVPD def2/J DEFGRID3
* xyz 1 1
C 0.673 -1.113 -0.274
N 1.513 -0.352 -1.173
C 2.693 0.358 -0.715
C -0.324 -0.180 0.431
N -1.107 -1.126 1.399
C -1.974 1.599 0.222
C -1.128 0.561 -0.583
H 1.418 -1.626 0.418
H 0.193 -1.932 -0.807
H 1.737 -0.900 -1.990
H 3.616 -0.201 -0.881
H 2.815 1.324 -1.230
H 2.642 0.577 0.371
H 0.129 0.442 1.202
H -1.637 -0.662 2.136
H -1.830 -1.609 0.855
H -0.464 -1.837 1.749
H -2.609 2.185 -0.456
H -2.637 1.139 0.968
H -1.331 2.256 0.794
H -0.559 1.170 -1.276
H -1.827 -0.072 -1.161
*
```

For the largest force on an atom, the calculation gives 3.285 eV Å⁻¹. For the molar mass, the calculation gives 103.19 u. The SMILES is CC[C@@H]([NH3+])CNC. The value obtained for the total energy is -8401.3463 eV. The energy above the lowest of the compared OMol25 structures with the same formula, charge and spin is 128.3 kJ/mol. The LUMO energy comes out at -3.509 eV. As for the highest occupied orbital energy: -12.40 eV. The orbital gap comes out at 8.9 eV.

Löwdin atomic charge list, values in e, 6 entries:
1 C -0.21
2 N -0.14
3 C -0.10
4 C -0.28
5 N 0.23
6 C -0.09

---

Record 5
The following is a DFT calculation (wB97M-V/def2-TZVPD) of a molecular structure, C5H15N2 at a distorted geometry.

```
! RIJCOSX wB97M-V def2-TZVPD def2/J DEFGRID3
* xyz 1 1
C -1.184 1.098 0.851
C -0.944 1.623 -0.473
C 0.081 0.895 -1.500
C 1.295 0.334 -0.657
N 0.803 -1.082 -0.305
C 1.327 -1.983 0.855
N -1.284 -0.332 0.819
H -0.482 1.362 1.583
H -2.146 1.579 1.264
H -0.583 2.640 -0.493
H -2.027 1.611 -0.927
H -0.243 0.061 -2.142
H 0.418 1.683 -2.138
H 2.137 0.131 -1.398
H 1.404 1.139 0.140
H 0.732 -1.818 -1.003
H 1.336 -1.517 1.856
H 0.719 -2.878 0.597
H 2.339 -2.345 0.711
H -0.422 -0.725 0.153
H -1.217 -0.722 1.720
H -2.058 -0.753 0.487
*
```

For the largest force on an atom, the calculation gives 5.002 eV Å⁻¹. For the molar mass, the calculation gives 103.19 u. The value obtained for the total energy is -8400.1075 eV. The energy above the lowest of the compared OMol25 structures with the same formula, charge and spin is 247.9 kJ/mol. The LUMO energy comes out at -2.870 eV. As for the highest occupied orbital energy: -13.92 eV. The orbital gap comes out at 11.1 eV.

Löwdin atomic charge list, values in e, 6 entries:
1 C -0.25
2 C -0.18
3 C -0.15
4 C -0.13
5 N -0.14
6 C -0.03

---

Record 6
The following is a DFT calculation (wB97M-V/def2-TZVPD) of 2 unconnected molecules or ions with the total composition C5H15N2 at a distorted geometry.

```
! RIJCOSX wB97M-V def2-TZVPD def2/J DEFGRID3
* xyz 1 1
C 0.417 -2.004 -0.189
C -0.038 0.588 1.505
C -0.475 1.606 -0.781
C -2.028 -0.218 -0.183
C 0.370 -0.605 -0.550
N 2.444 0.543 0.439
N -0.537 0.368 0.061
H 1.456 -2.223 -0.188
H -0.055 -2.531 -1.033
H 0.234 -2.340 0.774
H 0.332 -0.360 1.863
H 0.773 1.271 1.453
H -0.942 0.862 2.057
H -1.135 1.497 -1.560
H -0.896 2.445 -0.154
H 0.501 1.762 -1.071
H -2.403 0.084 -1.166
H -2.070 -1.319 -0.168
H -2.543 0.302 0.591
H 0.760 -0.296 -1.544
H 2.858 0.854 -0.432
H 2.977 -0.290 0.276
*
```

For the largest force on an atom, the calculation gives 4.250 eV Å⁻¹. For the molar mass, the calculation gives 103.19 u. The value obtained for the total energy is -8396.8454 eV. The energy above the lowest of the compared OMol25 structures with the same formula, charge and spin is 562.6 kJ/mol. The LUMO energy (spin up / spin down) comes out at -4.401 / -4.023 eV. As for the highest occupied orbital energy (spin up / spin down): -12.86 / -14.67 eV. The orbital gap (spin up / spin down) comes out at 8.5 / 10.6 eV.

Löwdin atomic charge list, values in e, 6 entries:
1 C -0.07
2 C 0.03
3 C 0.01
4 C 0.09
5 C -0.14
6 N 0.12

---

Record 7
The following is a DFT calculation (wB97M-V/def2-TZVPD) of a molecular structure, C5H15N2 at a distorted geometry.

```
! RIJCOSX wB97M-V def2-TZVPD def2/J DEFGRID3
* xyz 1 1
C 1.138 -0.117 0.671
N 1.144 -1.455 -0.032
C 1.901 -1.462 -1.320
C -0.049 0.424 -0.005
N -0.054 2.306 0.539
C -2.589 -0.116 -0.303
C -1.370 -0.015 0.616
H 2.118 0.305 0.492
H 0.995 -0.410 1.719
H 0.182 -1.732 -0.198
H 2.750 -0.794 -1.171
H 2.146 -2.470 -1.630
H 1.315 -1.017 -2.126
H 0.146 0.550 -1.067
H 0.803 2.717 0.165
H -0.838 2.727 0.050
H -0.008 2.646 1.501
H -3.439 -0.373 0.323
H -2.769 0.770 -0.915
H -2.356 -0.850 -1.086
H -1.234 -0.994 1.086
H -1.592 0.657 1.447
*
```

For the largest force on an atom, the calculation gives 2.715 eV Å⁻¹. For the molar mass, the calculation gives 103.19 u. The value obtained for the total energy is -8400.3341 eV. The energy above the lowest of the compared OMol25 structures with the same formula, charge and spin is 226.0 kJ/mol. The LUMO energy comes out at -3.715 eV. As for the highest occupied orbital energy: -13.17 eV. The orbital gap comes out at 9.5 eV.

Löwdin atomic charge list, values in e, 6 entries:
1 C -0.19
2 N -0.08
3 C -0.08
4 C -0.09
5 N 0.16
6 C -0.07

---

Record 8
The following is a DFT calculation (wB97M-V/def2-TZVPD) of a gas-phase ion, C5H15N2 (charge +1) at a distorted geometry.

```
! RIJCOSX wB97M-V def2-TZVPD def2/J DEFGRID3
* xyz 1 1
C -1.048 -1.016 0.376
N -2.117 -0.041 0.222
C -2.243 0.613 -1.093
C 0.264 -0.373 -0.053
N 1.359 -1.418 -0.108
C 2.047 1.370 0.385
C 0.684 0.815 0.804
H -1.224 -1.933 -0.201
H -1.014 -1.194 1.450
H -2.987 -0.488 0.474
H -2.093 -0.078 -1.929
H -3.250 1.015 -1.127
H -1.540 1.410 -1.147
H 0.219 -0.109 -1.109
H 2.244 -1.009 -0.418
H 1.595 -1.938 0.743
H 1.103 -2.119 -0.808
H 2.830 0.780 0.884
H 2.269 1.362 -0.670
H 2.178 2.353 0.833
H -0.088 1.565 0.678
H 0.811 0.431 1.816
*
```

For the largest force on an atom, the calculation gives 1.515 eV Å⁻¹. For the molar mass, the calculation gives 103.19 u. The SMILES is CC[C@@H]([NH3+])CNC. The value obtained for the total energy is -8401.6762 eV. The energy above the lowest of the compared OMol25 structures with the same formula, charge and spin is 96.5 kJ/mol. The LUMO energy comes out at -3.585 eV. As for the highest occupied orbital energy: -12.71 eV. The orbital gap comes out at 9.1 eV.

Löwdin atomic charge list, values in e, 6 entries:
1 C -0.20
2 N -0.11
3 C -0.10
4 C -0.32
5 N 0.22
6 C -0.09

---

Record 9
The following is a DFT calculation (wB97M-V/def2-TZVPD) of 2 unconnected molecules or ions with the total composition C5H15N2O at a distorted geometry.

```
! RIJCOSX wB97M-V def2-TZVPD def2/J DEFGRID3
* xyz 1 1
C 1.705 1.578 0.938
C 0.365 1.220 0.352
C -0.333 0.052 1.053
C -1.491 -0.650 0.364
C -2.188 -0.153 -0.656
N -1.886 -1.758 1.111
N 0.530 0.835 -1.149
H 1.814 1.211 1.967
H 2.507 1.016 0.458
H 1.907 2.630 0.827
H -0.420 1.988 0.456
H -0.801 0.489 1.952
H 0.399 -0.635 1.470
H -2.098 0.808 -1.122
H -3.001 -0.744 -1.073
H -2.602 -2.319 0.662
H -1.134 -2.378 1.385
H 0.706 -0.233 -1.223
H 1.374 1.316 -1.470
H -0.199 1.241 -1.725
H 2.133 -1.692 -0.947
H 1.201 -2.342 -1.960
O 1.510 -1.480 -1.669
*
```

For the largest force on an atom, the calculation gives 2.068 eV Å⁻¹. For the molar mass, the calculation gives 119.19 u. The value obtained for the total energy is -10449.2736 eV. The energy above the lowest of the compared OMol25 structures with the same formula, charge and spin is 124.2 kJ/mol. The LUMO energy comes out at -3.115 eV. As for the highest occupied orbital energy: -12.15 eV. The orbital gap comes out at 9.0 eV.

Löwdin atomic charge list, values in e, 6 entries:
1 C -0.03
2 C -0.31
3 C -0.13
4 C -0.43
5 C 0.04
6 N 0.10

---

Record 10
The following is a DFT calculation (wB97M-V/def2-TZVPD) of 3 unconnected molecules or ions with the total composition C5H15N2O at a distorted geometry.

```
! RIJCOSX wB97M-V def2-TZVPD def2/J DEFGRID3
* xyz 1 1
N 2.355 -0.561 -0.514
C 4.634 3.792 1.171
C 4.353 2.539 0.804
N -2.132 -2.407 -0.605
C -4.046 -1.157 0.251
C -2.810 -1.109 -0.586
C -1.730 -0.135 0.120
O -0.617 -0.386 -0.519
H 1.321 -0.633 -0.476
H 2.589 -1.302 0.141
H 2.734 -0.892 -1.390
H 4.274 4.262 2.099
H 5.135 4.536 0.557
H 3.761 2.065 1.576
H 4.465 2.142 -0.199
H -1.127 -2.359 -0.530
H -3.703 -1.776 1.078
H -4.911 -1.790 -0.015
H -4.365 -0.173 0.608
H -3.013 -0.849 -1.629
H -2.050 0.922 -0.044
H -1.693 -0.350 1.211
H -2.563 -3.079 -1.222
*
```

For the largest force on an atom, the calculation gives 3.715 eV Å⁻¹. For the molar mass, the calculation gives 119.19 u. The value obtained for the total energy is -10441.4296 eV. The energy above the lowest of the compared OMol25 structures with the same formula, charge and spin is 881.0 kJ/mol. The LUMO energy comes out at -10.050 eV. As for the highest occupied orbital energy: -11.60 eV. The orbital gap comes out at 1.5 eV.

Löwdin atomic charge list, values in e, 6 entries:
1 N 0.02
2 C -0.09
3 C -0.09
4 N 0.23
5 C -0.02
6 C -0.30

---

Record 11
The following is a DFT calculation (wB97M-V/def2-TZVPD) of 2 unconnected molecules or ions with the total composition C5H15N2O at a distorted geometry.

```
! RIJCOSX wB97M-V def2-TZVPD def2/J DEFGRID3
* xyz 1 1
N 0.053 -1.766 0.483
C -0.129 -0.193 0.263
C 0.994 0.233 -0.755
C 0.928 1.748 -0.929
C -0.097 2.629 -1.063
C -0.138 0.694 1.455
N -1.047 0.065 2.590
H 0.396 -1.924 1.438
H -0.914 -2.156 0.167
H 0.496 -2.248 -0.327
H -1.101 -0.011 -0.297
H 1.973 -0.002 -0.318
H 1.087 -0.242 -1.803
H 1.882 2.239 -0.832
H -1.041 2.280 -0.949
H 0.011 3.738 -1.240
H -0.680 1.699 1.172
H 0.898 0.453 1.934
H -1.902 0.596 2.570
H -0.527 0.338 3.438
H -1.033 -2.896 -2.156
H 0.163 -2.028 -2.707
O -0.262 -2.324 -1.928
*
```

For the largest force on an atom, the calculation gives 4.300 eV Å⁻¹. For the molar mass, the calculation gives 119.19 u. The value obtained for the total energy is -10446.9768 eV. The energy above the lowest of the compared OMol25 structures with the same formula, charge and spin is 345.8 kJ/mol. The LUMO energy comes out at -3.234 eV. As for the highest occupied orbital energy: -12.91 eV. The orbital gap comes out at 9.7 eV.

Löwdin atomic charge list, values in e, 6 entries:
1 N 0.18
2 C -0.31
3 C -0.16
4 C -0.17
5 C 0.02
6 C -0.19